No. 1
A single C14H22ClNOS molecule at a distorted geometry. Source: the OMol25 dataset; level of theory: the ωB97M-V functional and the def2-TZVPD basis.

Atoms and positions in Å:
1 C 0.74 1.33 -3.50
2 C 0.19 1.10 -2.11
3 C -1.14 1.84 -2.10
4 C 1.26 1.63 -1.12
5 C 0.76 1.77 0.29
6 C 0.50 0.31 0.76
7 C 0.98 -0.46 -0.47
8 C 2.15 0.40 -0.92
9 C -0.01 -0.45 -1.67
10 C 0.39 -1.40 -2.76
11 N -1.41 -0.85 -1.38
12 C -1.71 -1.86 -0.59
13 O -0.80 -2.64 0.07
14 C -1.41 -3.69 0.83
15 C -0.60 -3.92 2.11
16 Cl -1.23 -5.37 2.97
17 C -2.81 -3.24 1.21
18 S -3.39 -2.24 -0.25
19 H 1.68 0.83 -3.63
20 H 0.93 2.41 -3.71
21 H 0.09 0.93 -4.28
22 H -0.95 2.91 -2.25
23 H -1.75 1.52 -2.93
24 H -1.68 1.77 -1.17
25 H 1.77 2.53 -1.47
26 H -0.16 2.40 0.34
27 H 1.54 2.23 0.89
28 H 1.09 0.07 1.67
29 H -0.55 0.14 1.02
30 H 1.32 -1.48 -0.28
31 H 2.93 0.57 -0.14
32 H 2.60 0.00 -1.81
33 H 1.41 -1.19 -3.16
34 H -0.32 -1.30 -3.59
35 H 0.35 -2.44 -2.33
36 H -1.41 -4.65 0.23
37 H 0.47 -4.00 1.91
38 H -0.70 -3.08 2.81
39 H -2.87 -2.62 2.13
40 H -3.50 -4.11 1.39

The relative energy (zero: lowest compared OMol25 entry of this formula, charge and spin) is 0.5 kcal per mole. For the calculated total energy, the calculation gives -1535.01654 a.u. The SMILES is CC1(C)[C@H]2CC[C@H](C2)[C@@]1(C)/N=C1\O[C@@H](CCl)CS1. The value obtained for the orbital gap is 9.4 eV.



No. 2
C14H22F14N2OPbS2SbSi2Te as an isolated structure at a distorted geometry. Source: the OMol25 dataset; level of theory: the ωB97M-V functional and the def2-TZVPD basis.

Atoms and positions in Å:
1 Pb 0.18 -0.08 0.14
2 F 0.13 -0.49 -6.34
3 C -0.73 -0.93 -5.38
4 F -1.90 -1.12 -6.03
5 F -0.30 -2.13 -5.01
6 C -0.88 0.09 -4.29
7 C -1.52 1.26 -4.67
8 C -1.72 2.28 -3.76
9 C -1.27 2.07 -2.47
10 N -0.65 0.96 -2.10
11 C -0.41 -0.06 -2.96
12 S 0.48 -1.38 -2.30
13 H -1.85 1.36 -5.69
14 H -2.21 3.20 -4.04
15 H -1.42 2.80 -1.69
16 C -3.01 4.16 0.36
17 Si -2.56 2.48 1.12
18 C -3.06 2.58 2.91
19 C -3.61 1.23 0.22
20 C -0.69 2.23 1.14
21 Si 0.67 3.46 0.82
22 C 2.11 2.69 -0.11
23 C 0.20 4.98 -0.18
24 C 1.28 4.05 2.49
25 H -4.10 4.26 0.40
26 H -2.72 4.27 -0.69
27 H -2.58 4.99 0.92
28 H -4.12 2.82 3.01
29 H -2.48 3.34 3.45
30 H -2.88 1.62 3.39
31 H -4.61 1.65 0.09
32 H -3.69 0.31 0.80
33 H -3.21 0.96 -0.76
34 H -0.48 1.80 2.13
35 H 1.80 2.32 -1.09
36 H 2.54 1.85 0.44
37 H 2.91 3.42 -0.27
38 H -0.22 4.73 -1.16
39 H 1.10 5.58 -0.35
40 H -0.52 5.61 0.34
41 H 1.48 3.19 3.14
42 H 0.53 4.67 2.98
43 H 2.20 4.63 2.40
44 F -3.97 -1.81 1.74
45 Te -2.07 -2.16 1.70
46 F -2.91 -3.57 0.74
47 F -0.69 -3.44 1.37
48 F -2.36 -0.61 2.84
49 F -2.37 -3.11 3.27
50 O -1.78 -1.15 0.20
51 S 0.27 -1.42 2.71
52 C 0.05 -0.08 3.72
53 N 0.03 0.86 4.39
54 F 1.79 -2.63 0.50
55 Sb 2.37 -4.22 1.42
56 F 1.39 -4.13 3.02
57 F 3.65 -3.07 2.23
58 F 3.26 -5.72 2.19
59 F 3.55 -4.42 -0.06
60 F 1.16 -5.38 0.57

The relative energy (zero: lowest compared OMol25 entry of this formula, charge and spin) is 51.3 kcal per mole. For the calculated total energy, the calculation gives -4206.37099 a.u. The expectation value of S² is 0.768. The value obtained for the orbital gap (spin up / spin down) is 7.1 / 6.2 eV. As for the net charge: -2. Its multiplicity is 2.



No. 3
C14H22F4GaO15P2S as an isolated structure at a distorted geometry. Source: the OMol25 dataset; level of theory: the ωB97M-V functional and the def2-TZVPD basis.

Atoms and positions in Å:
1 C 0.90 3.69 2.79
2 Ga -0.01 2.17 1.73
3 C -1.70 1.54 2.75
4 P -1.34 1.51 4.66
5 O -2.35 0.47 5.33
6 O -1.73 3.14 5.22
7 O 0.35 1.17 5.02
8 P 1.54 0.47 1.31
9 S 0.93 -1.17 2.19
10 H 2.05 3.47 2.83
11 H 0.50 3.80 3.89
12 H 0.73 4.69 2.21
13 H -0.49 2.75 0.32
14 H -1.90 0.42 2.40
15 H -2.65 2.17 2.47
16 H -2.71 3.30 5.15
17 H 0.39 0.15 4.98
18 H 2.83 0.90 1.79
19 H 1.52 0.23 -0.14
20 C -1.25 2.36 -3.43
21 C -0.22 3.01 -4.28
22 O 0.48 3.84 -3.38
23 C 0.37 3.22 -2.17
24 O 1.07 3.48 -1.20
25 O -0.60 2.26 -2.18
26 F -0.79 3.79 -5.23
27 H -2.15 2.97 -3.32
28 H -1.54 1.38 -3.81
29 H 0.48 2.31 -4.75
30 C -0.44 -3.10 -2.37
31 C 0.60 -2.10 -1.98
32 O 0.97 -1.52 -3.21
33 C -0.15 -1.60 -4.00
34 O -0.31 -0.97 -5.02
35 O -1.06 -2.48 -3.48
36 F 1.68 -2.71 -1.46
37 H -0.01 -4.06 -2.68
38 H -1.16 -3.28 -1.57
39 H 0.24 -1.32 -1.30
40 C 2.08 -1.42 -8.00
41 C 2.87 -2.59 -7.51
42 O 2.29 -3.68 -8.18
43 C 1.82 -3.17 -9.35
44 O 1.50 -3.84 -10.32
45 O 1.76 -1.80 -9.32
46 F 2.70 -2.77 -6.18
47 H 1.16 -1.27 -7.43
48 H 2.66 -0.49 -7.99
49 H 3.94 -2.54 -7.74
50 C -1.64 -0.87 8.05
51 C -2.39 -1.65 9.07
52 O -1.76 -2.91 9.06
53 C -0.47 -2.65 8.69
54 O 0.44 -3.44 8.82
55 O -0.34 -1.40 8.16
56 F -3.68 -1.81 8.70
57 H -2.02 -1.02 7.04
58 H -1.64 0.21 8.27
59 H -2.35 -1.23 10.08

For the calculated total energy, the calculation gives -5080.53778 a.u. The value obtained for the orbital gap is 6.6 eV. As for the net charge: -1.



No. 4
C14H22N2O14P4STl as an isolated structure. Source: the OMol25 dataset; level of theory: the ωB97M-V functional and the def2-TZVPD basis.

Atoms and positions in Å:
1 Tl -0.04 -1.14 -0.19
2 C -0.97 -5.68 1.65
3 C 0.03 -4.53 1.53
4 O 1.22 -4.85 2.26
5 P 0.60 -4.33 -0.20
6 O 1.66 -5.47 -0.38
7 O -0.52 -4.65 -1.23
8 O 1.21 -2.95 -0.43
9 P -0.61 -2.91 2.12
10 O -1.63 -3.21 3.29
11 O -1.43 -2.34 0.95
12 O 0.58 -2.10 2.52
13 H -0.55 -6.59 1.24
14 H -1.88 -5.44 1.11
15 H -1.21 -5.84 2.70
16 H 1.60 -4.01 2.57
17 H 2.12 -5.66 0.46
18 H -0.75 -3.89 -1.84
19 H -1.29 -3.00 4.17
20 C -2.39 -0.32 -4.86
21 C -1.61 -0.06 -3.58
22 O -1.03 1.25 -3.64
23 P -2.68 -0.05 -2.10
24 O -3.69 1.14 -2.28
25 O -3.65 -1.27 -2.11
26 O -1.84 0.09 -0.86
27 P -0.35 -1.32 -3.21
28 O 0.35 -1.66 -4.59
29 O -1.11 -2.47 -2.59
30 O 0.66 -0.66 -2.27
31 H -3.18 0.42 -4.97
32 H -2.84 -1.31 -4.84
33 H -1.72 -0.24 -5.71
34 H -0.22 1.25 -3.10
35 H -3.26 1.97 -2.54
36 H -3.15 -2.11 -2.10
37 H 1.31 -1.75 -4.55
38 S 3.06 3.97 2.85
39 C 2.18 2.70 2.03
40 C 1.06 2.90 1.22
41 C 0.46 1.82 0.62
42 N 0.91 0.56 0.79
43 C 1.99 0.36 1.57
44 C 2.65 1.39 2.18
45 C 2.12 5.41 2.41
46 C 1.06 5.82 3.20
47 C 0.37 6.96 2.82
48 N 0.67 7.68 1.75
49 C 1.70 7.29 1.01
50 C 2.46 6.16 1.29
51 H 0.65 3.88 1.05
52 H -0.42 1.93 0.00
53 H 2.29 -0.67 1.71
54 H 3.51 1.18 2.80
55 H 0.77 5.27 4.09
56 H -0.47 7.31 3.41
57 H 1.94 7.90 0.15
58 H 3.30 5.88 0.67

The relative energy (zero: lowest compared OMol25 entry of this formula, charge and spin) is 2.2 kcal per mole. For the calculated total energy, the calculation gives -3645.92832 a.u. The value obtained for the orbital gap is 8.6 eV. As for the net charge: +1.



No. 5
A single C14H22N2O2 molecule. Source: the OMol25 dataset; level of theory: the ωB97M-V functional and the def2-TZVPD basis.

Atoms and positions in Å:
1 C 6.80 0.89 -2.33
2 C 5.82 0.17 -1.82
3 C 5.10 0.52 -0.55
4 N 3.66 0.52 -0.75
5 C 2.83 -0.31 -0.09
6 O 3.22 -1.10 0.74
7 C 1.36 -0.14 -0.44
8 C 0.68 0.62 0.70
9 C -0.82 0.76 0.45
10 C -1.47 -0.61 0.29
11 C -2.95 -0.39 -0.02
12 O -3.38 -0.23 -1.14
13 N -3.74 -0.37 1.08
14 C -5.15 -0.05 1.01
15 C -5.45 1.26 1.68
16 C -6.37 1.43 2.62
17 C -0.80 -1.38 -0.85
18 C 0.70 -1.52 -0.60
19 H 7.30 0.61 -3.24
20 H 7.14 1.80 -1.86
21 H 5.48 -0.73 -2.30
22 H 5.43 1.49 -0.18
23 H 5.28 -0.24 0.21
24 H 3.30 1.15 -1.45
25 H 1.25 0.43 -1.37
26 H 1.13 1.61 0.81
27 H 0.85 0.07 1.63
28 H -0.98 1.34 -0.46
29 H -1.28 1.31 1.28
30 H -1.37 -1.17 1.22
31 H -3.33 -0.46 1.99
32 H -5.40 0.01 -0.05
33 H -5.74 -0.85 1.47
34 H -4.84 2.09 1.34
35 H -6.55 2.39 3.07
36 H -6.98 0.61 2.96
37 H -1.25 -2.37 -0.94
38 H -0.99 -0.85 -1.78
39 H 0.88 -2.10 0.30
40 H 1.16 -2.04 -1.44

The relative energy (zero: lowest compared OMol25 entry of this formula, charge and spin) is 57.5 kcal per mole. For the calculated total energy, the calculation gives -806.66646 a.u. The SMILES is C=CCNC(=O)[C@H]1CC[C@H](C(=O)NCC=C)CC1. The value obtained for the orbital gap is 10.3 eV.



No. 6
A single C14H22N2O3S2 molecule. Source: the OMol25 dataset; level of theory: the ωB97M-V functional and the def2-TZVPD basis.

Atoms and positions in Å:
1 C -3.07 -2.09 1.86
2 C -2.38 -1.82 0.53
3 N -1.80 -0.50 0.50
4 C -0.47 -0.30 0.50
5 O 0.36 -1.18 0.39
6 C -0.04 1.17 0.67
7 C -0.18 1.58 2.15
8 C 0.49 0.61 3.11
9 S -0.64 0.02 4.41
10 C -0.72 1.50 5.45
11 N 1.31 1.35 0.21
12 S 1.43 1.66 -1.43
13 O 0.52 2.74 -1.70
14 O 2.82 1.84 -1.72
15 C 0.83 0.18 -2.22
16 C 1.68 -0.90 -2.36
17 C 1.19 -2.09 -2.86
18 C -0.15 -2.20 -3.22
19 C -0.68 -3.51 -3.74
20 C -0.99 -1.10 -3.09
21 C -0.50 0.09 -2.59
22 H -3.46 -3.10 1.88
23 H -3.90 -1.40 2.01
24 H -2.36 -1.97 2.68
25 H -3.10 -1.92 -0.30
26 H -1.56 -2.53 0.37
27 H -2.41 0.28 0.65
28 H -0.66 1.83 0.05
29 H -1.25 1.64 2.38
30 H 0.24 2.58 2.25
31 H 0.82 -0.30 2.60
32 H 1.35 1.05 3.61
33 H -1.38 1.28 6.27
34 H 0.28 1.73 5.83
35 H -1.11 2.34 4.87
36 H 1.91 0.58 0.46
37 H 2.71 -0.79 -2.07
38 H 1.84 -2.94 -2.97
39 H -0.61 -4.27 -2.96
40 H -1.71 -3.42 -4.05
41 H -0.08 -3.85 -4.58
42 H -2.02 -1.18 -3.38
43 H -1.13 0.97 -2.49

The relative energy (zero: lowest compared OMol25 entry of this formula, charge and spin) is 5.3 kcal per mole. For the calculated total energy, the calculation gives -1678.29396 a.u. The SMILES is CCNC(=O)[C@@H](CCSC)NS(=O)(=O)c1ccc(C)cc1. The value obtained for the orbital gap is 9.4 eV.



No. 7
A single C14H22N2O4S molecule at a distorted geometry. Source: the OMol25 dataset; level of theory: the ωB97M-V functional and the def2-TZVPD basis.

Atoms and positions in Å:
1 C -1.22 -1.74 2.79
2 C -0.60 -1.64 1.40
3 C -0.49 -0.18 0.96
4 C 0.28 0.01 -0.36
5 C -0.42 -0.62 -1.58
6 C -1.81 -0.05 -1.85
7 C -2.89 -0.72 -1.02
8 O -2.98 -1.90 -0.82
9 O -3.77 0.18 -0.55
10 C -4.84 -0.34 0.21
11 C 0.54 1.49 -0.65
12 O 0.62 1.96 -1.76
13 O 0.73 2.20 0.46
14 C 1.11 3.57 0.30
15 C 2.61 3.70 0.05
16 C 1.67 -0.56 -0.24
17 C 2.59 -0.19 0.69
18 S 4.07 -1.06 0.48
19 C 3.32 -1.86 -0.90
20 N 3.98 -2.83 -1.57
21 N 2.11 -1.50 -1.13
22 H -2.21 -1.29 2.80
23 H -0.61 -1.22 3.53
24 H -1.31 -2.78 3.09
25 H -1.21 -2.20 0.70
26 H 0.40 -2.09 1.42
27 H 0.02 0.39 1.74
28 H -1.49 0.25 0.85
29 H 0.21 -0.43 -2.44
30 H -0.48 -1.70 -1.44
31 H -1.85 1.02 -1.69
32 H -2.07 -0.25 -2.89
33 H -5.42 0.51 0.56
34 H -4.46 -0.92 1.06
35 H -5.47 -1.00 -0.40
36 H 0.82 4.06 1.23
37 H 0.55 3.99 -0.54
38 H 2.87 3.20 -0.87
39 H 2.87 4.75 -0.02
40 H 3.17 3.25 0.87
41 H 2.49 0.52 1.49
42 H 4.98 -2.85 -1.51
43 H 3.57 -3.11 -2.45

The relative energy (zero: lowest compared OMol25 entry of this formula, charge and spin) is 9.1 kcal per mole. For the calculated total energy, the calculation gives -1355.37407 a.u. The SMILES is CCC[C@@](CCC(=O)OC)(C(=O)OCC)c1csc(N)n1. The value obtained for the orbital gap is 8.7 eV.



No. 8
C14H22O11Rb as an isolated structure at a distorted geometry. Source: the OMol25 dataset; level of theory: the ωB97M-V functional and the def2-TZVPD basis.

Atoms and positions in Å:
1 Rb -2.68 -4.07 1.24
2 O -1.18 -3.51 -1.12
3 C -0.85 -2.08 -0.94
4 C -1.41 -0.88 -1.91
5 O -2.73 -0.79 -2.42
6 H 0.24 -2.07 -0.91
7 H -1.15 -2.02 0.11
8 H -0.77 -1.05 -2.77
9 H -1.29 0.08 -1.42
10 C 1.65 1.15 -0.76
11 C 1.66 1.93 0.63
12 C 0.28 2.32 1.13
13 O 0.43 2.01 2.52
14 C 1.61 1.42 2.72
15 O 2.07 1.02 3.83
16 O 2.11 1.01 1.56
17 H 2.69 0.84 -0.90
18 H 1.27 1.96 -1.37
19 H 1.00 0.27 -0.75
20 H 2.41 2.72 0.70
21 H -0.57 1.67 0.91
22 H -0.07 3.35 1.10
23 C 1.62 -2.67 1.75
24 C 1.22 -3.58 2.84
25 C 1.15 -5.05 2.49
26 O 2.02 -5.67 3.52
27 C 2.48 -4.70 4.33
28 O 3.23 -4.87 5.32
29 O 2.13 -3.51 3.91
30 H 2.13 -1.79 2.13
31 H 0.88 -2.20 1.10
32 H 2.36 -3.22 1.16
33 H 0.28 -3.27 3.29
34 H 1.47 -5.46 1.54
35 H 0.06 -5.14 2.49
36 C -2.52 2.98 -1.46
37 C -1.70 3.00 -2.68
38 C -2.55 3.36 -3.89
39 O -2.01 4.66 -4.29
40 C -1.02 4.98 -3.57
41 O -0.16 5.84 -3.86
42 O -0.84 4.11 -2.64
43 H -2.82 1.93 -1.38
44 H -3.31 3.73 -1.40
45 H -1.90 3.18 -0.58
46 H -1.10 2.12 -2.90
47 H -3.63 3.36 -3.77
48 H -2.23 2.61 -4.61

The relative energy (zero: lowest compared OMol25 entry of this formula, charge and spin) is 120.5 kcal per mole. For the calculated total energy, the calculation gives -1398.23550 a.u. The value obtained for the orbital gap is 3.3 eV. As for the net charge: -1.